## i
15
Properties=species:S:1:pos:R:3:lowdin_charge:R:1 method="wB97M-V/def2-TZVPD" homo_energy_ev=-8.209 smiles="C=C1N=CNN2C[C@@H]12" gap_ev=9.09 total_charge=0
C -1.37 1.49 -1.51 0.0444
C -0.69 0.56 -0.81 -0.3782
C -1.03 -1.34 0.62 -0.1906
C 2.02 0.27 0.27 -0.1001
C 0.57 0.62 0.00 -0.1546
H -0.74 2.18 -2.18 0.0838
H -2.42 1.51 -1.73 0.0470
H -2.01 -2.03 0.88 0.1573
H 0.50 -2.30 1.77 0.1571
H 2.52 0.60 1.24 0.1282
H 2.61 0.50 -0.60 0.0905
H 0.16 0.72 1.06 0.1415
N -1.48 -0.51 -0.34 0.0417
N 0.25 -1.39 1.24 -0.0212
N 1.11 -0.87 0.11 -0.0468



## ii
15
Properties=species:S:1:pos:R:3:lowdin_charge:R:1 method="wB97M-V/def2-TZVPD" homo_energy_ev=-9.050 gap_ev=9.18 total_charge=0
C -0.03 0.60 2.01 -0.0874
C -0.31 0.34 -1.01 -0.3037
C 0.01 -1.11 -0.63 -0.1410
C 0.96 -1.84 -1.13 0.0150
C -0.14 0.79 -2.34 -0.1876
H -0.42 0.70 3.02 0.0836
H 0.28 -0.40 1.74 0.0527
H 0.90 1.14 1.97 0.0716
H -1.27 2.13 1.41 0.1074
H -0.65 -1.56 0.14 0.1142
H 1.80 -1.50 -1.77 0.0874
H 0.96 -2.85 -0.83 0.0451
N -1.04 1.19 1.12 -0.0801
N -0.84 1.25 -0.26 0.0634
N -0.20 1.13 -3.46 0.1594



## iii
15
Properties=species:S:1:pos:R:3:lowdin_charge:R:1 method="wB97M-V/def2-TZVPD" homo_energy_ev=-8.199 gap_ev=9.22 total_charge=0
C -1.01 0.34 -1.15 -0.1169
C 0.10 -0.54 -1.27 -0.1330
C -1.73 -0.08 -0.06 -0.1481
C -0.09 -1.51 -0.25 -0.1423
C 1.95 1.36 0.54 -0.0834
N 0.59 0.66 2.33 0.1742
N 1.35 1.03 1.56 -0.2503
N -1.11 -1.13 0.50 0.0051
H -1.25 1.07 -1.78 0.0551
H 0.56 -0.67 -2.31 0.1259
H -2.60 0.35 0.37 0.1038
H 0.52 -2.29 0.01 0.0869
H 1.31 1.08 -0.37 0.0697
H 2.93 1.94 0.58 0.0924
H -1.51 -1.61 1.30 0.1609



Which structure is most stable, and how do the rest compare? From most to least stable: ii, iii, i.



## i
15
Properties=species:S:1:pos:R:3:lowdin_charge:R:1 method="wB97M-V/def2-TZVPD" homo_energy_ev=-8.011 smiles="CC1=NC=NNC=C1" gap_ev=8.72 total_charge=0
C 1.88 -1.00 1.60 -0.0787
C 1.10 -0.38 0.44 -0.3787
C 0.11 1.55 -0.81 -0.1885
C -1.23 -0.90 -0.35 -0.2282
C 0.08 -1.37 -0.24 -0.0512
H 1.34 -1.96 2.12 0.1145
H 2.31 -0.29 2.44 0.1094
H 2.62 -1.73 1.01 0.1044
H 0.55 2.59 -0.96 0.1278
H -2.70 0.55 -0.59 0.1651
H -2.28 -1.47 -0.15 0.1653
H 0.01 -2.46 -0.52 0.0915
N 0.90 0.84 0.22 0.0830
N -1.11 1.36 -0.98 0.0312
N -1.71 0.29 -0.27 -0.0669



## ii
15
Properties=species:S:1:pos:R:3:lowdin_charge:R:1 method="wB97M-V/def2-TZVPD" homo_energy_ev=-9.750 smiles=N#C[C@]12CNC[C@H]1N2 gap_ev=10.24 total_charge=0
C -2.03 0.72 0.27 -0.1754
C -0.84 0.12 0.21 -0.5374
C 0.23 1.06 0.25 -0.2317
C 1.31 -0.64 -0.75 -0.1856
C -0.20 -0.86 -0.81 -0.1556
H 0.00 1.87 -0.63 0.1896
H 0.19 1.78 1.35 0.1878
H 1.40 -0.31 1.52 0.2025
H 1.98 -1.63 -0.77 0.1608
H 1.51 0.20 -1.46 0.1228
H -0.89 -1.21 -1.69 0.1706
H -0.26 -1.52 1.15 0.0542
N -2.91 1.55 0.46 0.1684
N 1.44 0.21 0.45 -0.1009
N -0.92 -1.34 0.45 0.1299



Which structure is most stable, and how do the rest compare? From most to least stable: i, ii.



## i
14
Properties=species:S:1:pos:R:3:lowdin_charge:R:1 method="wB97M-V/def2-TZVPD" homo_energy_ev=-15.101 gap_ev=11.44 total_charge=+1
C 0.81 -0.79 1.32 0.0113
N -0.58 -1.38 1.00 0.1584
H -0.86 -2.01 1.76 0.1705
H -1.28 -0.70 0.73 0.1383
H -0.41 -1.91 0.15 0.1618
H 1.53 -1.59 1.50 0.1102
H 0.74 -0.28 2.27 0.0953
H 1.01 -0.10 0.54 0.0599
C 0.13 1.48 -1.79 -0.0743
O -0.31 0.75 -0.62 -0.1918
H -0.91 1.30 -0.11 0.0924
H -0.42 1.35 -2.70 0.0840
H 0.34 2.49 -1.42 0.0981
H 1.14 1.11 -1.97 0.0858



## ii
14
Properties=species:S:1:pos:R:3:lowdin_charge:R:1 method="wB97M-V/def2-TZVPD" homo_energy_ev=-15.962 gap_ev=5.55 total_charge=+1
C -1.02 -1.36 -1.39 -0.0404
N 0.36 -1.67 -1.39 0.2572
C 0.07 2.24 1.56 -0.0409
H -1.58 -1.78 -0.52 0.1526
H -1.14 -0.30 -1.21 0.1102
H -1.46 -1.68 -2.34 0.1540
H 0.97 1.70 1.87 0.0163
H 0.84 -0.99 -0.74 0.0096
H 0.04 3.19 2.10 0.0380
H -0.84 1.65 1.53 0.0166
H 0.23 2.60 0.53 0.0235
H 0.56 -2.67 -1.32 0.1665
H 1.92 -0.58 0.84 0.0936
O 1.04 -0.35 0.47 0.0432



Which structure is most stable, and how do the rest compare? From most to least stable: i, ii.



## i
14
Properties=species:S:1:pos:R:3:lowdin_charge:R:1 method="wB97M-V/def2-TZVPD" homo_energy_ev=-14.276 gap_ev=10.33 total_charge=+1
C -2.15 0.69 0.38 0.0112
N -0.72 1.04 0.07 0.1370
H -2.16 -0.06 1.15 0.1062
H -2.67 1.59 0.70 0.1060
H -2.60 0.33 -0.54 0.1076
H -0.28 0.31 -0.49 0.1087
H -0.13 1.14 0.90 0.1682
H -0.61 1.91 -0.45 0.1782
C 1.62 -0.91 -0.30 -0.1960
O 2.96 -1.34 -0.13 -0.0724
H 1.02 -1.07 0.61 0.0810
H 1.63 0.15 -0.57 0.0718
H 1.17 -1.49 -1.11 0.0976
H 2.92 -2.30 -0.22 0.0947



## ii
14
Properties=species:S:1:pos:R:3:lowdin_charge:R:1 method="wB97M-V/def2-TZVPD" homo_energy_ev=-15.134 gap_ev=4.90 total_charge=+1
C -0.01 -0.68 2.13 -0.0477
N 1.22 -1.13 1.50 0.2503
C -0.70 1.68 -2.19 0.0160
H -0.91 -1.24 1.78 0.1376
H -0.01 0.35 1.90 0.1091
H 0.01 -0.74 3.17 0.0842
H -1.04 2.14 -1.20 0.0648
H 1.14 -0.89 0.54 0.0382
H 0.29 2.18 -2.62 0.0900
H -0.50 0.58 -1.92 0.0142
H -1.42 1.65 -3.04 0.0485
H 1.97 -1.62 1.95 0.1411
H 0.04 -1.53 -1.27 0.0547
O -0.09 -0.74 -0.73 -0.0011



## iii
14
Properties=species:S:1:pos:R:3:lowdin_charge:R:1 method="wB97M-V/def2-TZVPD" homo_energy_ev=-16.550 gap_ev=12.97 total_charge=+1
C 1.76 -0.17 -0.16 -0.0555
C 0.54 -0.54 -0.98 -0.1930
N -0.60 0.39 -0.68 0.1671
H 2.36 -1.08 -0.07 0.1001
H 1.39 0.04 0.84 0.0801
H 2.34 0.67 -0.54 0.0900
H 0.21 -1.51 -0.63 0.1263
H 0.59 -0.60 -2.05 0.1285
H -0.41 1.32 -1.06 0.1731
H -1.46 0.08 -1.14 0.1739
H -0.84 0.48 0.33 0.1095
H -1.83 -0.47 1.97 0.0658
H -1.86 0.99 2.44 0.0778
O -2.19 0.40 1.74 -0.0436



Which structure is most stable, and how do the rest compare? From most to least stable: iii, i, ii.